1.
96
Properties=species:S:1:pos:R:3:forces:R:3 method="wB97M-V/def2-TZVPD" total_charge=+1 gap_ha=0.297 lumo_energy_ev=-2.892 homo_ev=-10.97
Tl -0.597 0.714 -1.023 -0.15 0.36 0.29
Si 0.188 -0.343 -4.072 0.25 -0.29 -0.15
Si -1.814 -2.101 -2.204 0.33 -0.14 0.81
Si 1.237 -1.827 -1.606 0.28 0.54 2.14
F 4.053 -1.629 3.582 -0.89 0.15 0.01
O -3.464 1.600 2.247 0.80 -0.56 -0.63
O -2.487 0.995 0.328 0.52 -0.01 -0.48
O 0.265 0.128 0.970 -0.17 -0.07 0.89
N -0.261 2.926 -0.267 -0.01 0.69 0.31
N -2.274 2.528 -2.008 0.00 -0.02 0.54
N -1.313 -1.006 4.532 -0.37 -0.11 -0.46
N 2.213 0.804 -1.109 -0.79 0.90 -0.47
C -2.045 -0.381 6.820 -0.63 1.33 -1.23
C 3.834 -0.850 -0.844 0.82 -0.91 0.18
C 4.795 0.103 -0.610 0.83 0.02 0.06
C -0.279 -0.151 2.105 -0.10 0.71 -1.48
C -2.593 1.000 1.608 -0.84 0.28 0.94
C 0.802 5.477 0.174 -0.75 -0.14 -0.94
C 1.945 -0.932 2.776 -0.34 -0.35 1.87
C 0.580 -0.771 3.085 -0.34 -0.11 -0.55
C 0.864 -1.917 5.222 -0.90 0.60 0.15
C 2.701 -1.488 3.767 1.25 -0.56 -0.53
C 0.574 3.153 0.735 -0.88 1.49 -1.34
C 2.548 -0.485 -1.134 -1.19 -0.09 0.09
C -1.202 -2.700 6.311 -0.72 0.78 0.64
C -1.629 3.790 -2.050 -0.72 -1.48 0.62
C -3.090 -1.185 -3.224 -0.05 -0.09 -0.64
C 2.195 -2.040 4.953 0.89 -0.35 0.26
C 0.240 -2.387 6.513 0.73 -0.28 -0.55
C 1.011 -2.901 -0.039 -0.06 -0.03 0.92
C -0.263 -0.983 -2.336 0.23 -0.40 -0.03
C 3.144 1.748 -0.948 -0.63 0.24 -0.06
C 0.181 -1.660 -5.431 0.22 -0.08 0.65
C 0.032 -1.244 4.265 0.34 -0.13 0.97
C -0.451 6.333 -1.835 -1.00 -0.46 -0.15
C -0.877 1.040 -4.709 -0.29 -0.22 0.30
C -0.179 5.307 -0.884 1.49 -0.18 0.88
C -2.391 -2.296 -0.387 -1.47 0.63 -1.54
C -1.946 -1.497 5.775 -0.42 0.25 0.61
C -1.322 6.045 -2.879 0.66 -0.48 0.95
C -1.620 0.166 2.431 0.06 -0.88 1.17
C 1.881 0.446 -4.260 0.40 0.09 -0.48
C -0.722 4.003 -1.002 1.14 0.61 -0.22
C -2.083 -0.340 3.658 0.92 0.77 -0.86
C 1.090 4.444 1.012 0.50 -0.71 0.32
C 2.137 -2.964 -2.668 1.50 -0.99 0.00
C -1.884 4.741 -2.976 0.32 1.50 0.14
C 4.458 1.435 -0.703 0.17 0.23 0.03
C -1.464 -3.874 -2.749 0.18 -0.02 -0.26
H -1.632 6.796 -3.590 0.15 0.06 -0.06
H -2.991 2.444 -2.713 -0.08 -0.17 -0.03
H 2.824 -0.092 -4.098 -0.40 -0.26 -0.01
H -3.189 -1.610 -4.245 -0.06 0.13 0.55
H -0.638 1.949 -4.174 0.00 0.42 0.05
H -2.604 4.573 -3.735 -0.56 -0.30 -0.64
H 1.807 0.650 -5.341 0.35 -0.03 0.11
H -1.668 -2.505 0.352 1.04 -0.10 0.73
H -0.813 -1.943 -5.760 -0.18 -0.42 0.19
H 0.467 -3.852 -0.162 -0.04 0.40 -0.29
H 1.843 4.487 1.811 -0.45 0.31 -0.42
H -2.886 -0.111 -3.367 0.07 -0.54 0.36
H -2.975 -1.408 -0.114 0.24 -0.07 0.17
H 1.439 -3.531 -3.232 -0.51 -0.71 -0.78
H 0.327 -1.628 7.291 0.32 -0.06 0.05
H 2.710 -3.693 -2.040 -0.50 0.57 -0.39
H -2.329 -4.527 -2.711 -0.54 0.18 0.07
H -0.545 1.132 -5.731 0.03 0.31 -0.48
H 5.821 -0.182 -0.399 -0.12 -0.03 0.03
H -2.317 -0.761 7.781 -0.12 -0.43 0.61
H 0.838 -2.513 -5.223 -0.48 -0.05 0.06
H 5.184 2.220 -0.592 0.21 0.12 0.06
H 2.834 2.801 -1.036 -0.03 -0.56 0.13
H 0.564 -2.395 0.842 0.15 -0.19 -0.65
H -0.049 7.329 -1.661 -0.05 -0.25 -0.17
H 4.101 -1.898 -0.789 0.03 -0.05 -0.09
H -3.102 -0.126 3.944 -0.11 -0.11 0.09
H -3.113 -3.122 -0.365 0.09 -0.01 -0.11
H 2.009 -3.239 0.319 -0.29 0.39 -0.39
H -1.084 0.145 6.906 -0.39 0.06 0.01
H -1.359 -3.519 5.666 0.02 -1.13 -0.90
H -0.730 -4.422 -2.157 0.20 0.35 0.28
H -4.037 -1.255 -2.711 -0.55 -0.11 -0.03
H 2.040 1.421 -3.814 -0.30 0.20 0.34
H -2.879 0.342 6.531 1.31 -0.67 0.29
H 2.866 -2.497 -3.317 0.02 0.12 -0.39
H 2.325 -0.596 1.852 0.46 0.31 -0.81
H -1.114 -3.942 -3.767 0.18 0.11 -0.54
H -2.652 2.326 -1.055 -0.06 0.14 -0.80
H -2.965 -1.782 5.513 0.09 -0.13 -0.15
H 0.754 -3.298 6.805 0.22 0.04 0.40
H 1.360 6.399 0.211 -0.11 0.25 0.24
H -1.644 -2.961 7.266 -0.19 -0.10 0.13
H 0.896 2.315 1.269 0.48 -1.19 0.72
H 0.630 -1.196 -6.291 0.25 0.46 -0.45
H 2.912 -2.585 5.629 -0.94 0.76 -0.69
H -1.954 0.889 -4.711 0.06 0.01 -0.06

2.
11
Properties=species:S:1:pos:R:3:forces:R:3 method="wB97M-V/def2-TZVPD" gap_ha="0.229 / 0.229" relative_energy_kcal_mol=56.4 lumo_energy_ev="-1.295 / -1.294" homo_ev="-7.51 / -7.51"
S 2.604 -0.017 0.212 -1.20 0.42 0.10
S -3.839 -0.105 0.115 0.10 0.89 -1.29
S -1.786 -0.090 0.153 1.47 -0.30 -0.12
P 0.568 1.010 -0.780 -1.02 -1.37 1.43
C 1.102 0.784 0.990 2.86 4.02 -1.94
C 1.187 -0.731 -0.745 0.33 0.58 1.16
H 1.560 -1.239 -1.560 0.37 -0.81 -2.24
H 0.544 0.077 1.436 -1.81 -2.16 2.03
H 0.678 -1.429 -0.095 -0.44 0.08 0.14
H 1.361 1.729 1.526 -0.52 -1.03 -0.14
H -3.980 0.011 -1.252 -0.15 -0.31 0.85

Number 1: maximum force 2.2 eV/Å, calculated total energy -82277.916 eV. Number 2: maximum force 5.3 eV/Å, calculated total energy -43947.050 eV.